(1)
One molecule with the formula C3H3BrClNO4, computed with ωB97M-V/def2-TZVPD.

Output
ΔE to the lowest compared entry with this formula, charge and spin   43.0 kJ/mol
E_HOMO (alpha / beta)   -9.2 / -9.2 eV
SMILES   COC(=O)O/[N+]([O-])=C(\Cl)Br
E   -95399.929 eV
Largest force on an atom   0.0490 Eh/bohr

Structure (ORCA input):
```
! wB97M-V def2-TZVPD RIJCOSX def2/J DEFGRID3
* xyz 0 1
Br -4.09 -0.60 -0.42
Cl -1.85 1.46 -1.26
O -1.57 -1.83 0.54
O -0.04 -0.34 -0.01
O 1.70 0.79 0.70
O -0.41 1.21 1.56
N -1.40 -0.73 0.04
C -2.35 0.05 -0.42
C 2.32 -0.09 -0.28
C 0.39 0.64 0.86
H 3.22 0.42 -0.33
H 2.25 -0.99 0.23
H 1.82 -0.01 -1.19
*
```

Mulliken population analysis, charges in e, atoms 1 to 6: number 1, Br, carries -0.0009; number 2, Cl, carries -0.1223; number 3, O, carries -0.6680; number 4, O, carries -0.3683; number 5, O, carries -0.3181; number 6, O, carries -0.5053

=====

(2)
One molecule with the formula C3H3BrF2, computed with ωB97M-V/def2-TZVPD.

Output
ΔE to the lowest compared entry with this formula, charge and spin   457.3 kJ/mol
E_HOMO   -9.0 eV
E   -78631.612 eV
Largest force on an atom   0.0551 Eh/bohr

Structure (ORCA input):
```
! wB97M-V def2-TZVPD RIJCOSX def2/J DEFGRID3
* xyz 0 1
Br 0.68 -0.52 -0.28
F -0.85 1.42 1.12
F 0.83 -3.09 1.04
C -0.59 1.07 -0.14
C -1.09 1.56 -1.25
C 1.79 -2.18 0.97
H -1.66 2.45 -1.40
H -1.07 1.04 -2.13
H 1.95 -1.75 2.07
*
```

Mulliken population analysis, charges in e, atoms 1 to 6: number 1, Br, carries -0.0316; number 2, F, carries -0.1908; number 3, F, carries -0.1125; number 4, C, carries 0.4523; number 5, C, carries -0.6560; number 6, C, carries -0.1425

=====

(3)
C3H3BrF3I as an isolated structure, computed with ωB97M-V/def2-TZVPD.

Output
ΔE to the lowest compared entry with this formula, charge and spin   111.4 kJ/mol
E_HOMO   -9.9 eV
E   -89453.793 eV
Largest force on an atom   0.1261 Eh/bohr

Structure (ORCA input):
```
! wB97M-V def2-TZVPD RIJCOSX def2/J DEFGRID3
* xyz 0 1
I 0.05 -1.36 2.44
Br -2.58 0.55 1.50
F 0.30 -0.90 -1.68
F 1.72 0.87 -1.88
F 1.90 -0.70 -0.33
C -1.15 -0.54 0.86
C 0.07 0.72 -0.11
C 0.99 -0.03 -0.98
H 0.66 1.31 0.66
H -0.53 1.33 -0.71
H -1.44 -1.25 0.21
*
```

Mulliken population analysis, charges in e, atoms 1 to 6: number 1, I, carries 0.1581; number 2, Br, carries -0.0592; number 3, F, carries -0.2464; number 4, F, carries -0.2922; number 5, F, carries -0.2175; number 6, C, carries -0.5925

=====

(4)
A 2-piece molecular cluster, C3H3BrN2S overall, computed with ωB97M-V/def2-TZVPD.

Output
ΔE to the lowest compared entry with this formula, charge and spin   172.1 kJ/mol
E_HOMO   -9.1 eV
E   -87014.753 eV
Largest force on an atom   0.0737 Eh/bohr

Structure (ORCA input):
```
! wB97M-V def2-TZVPD RIJCOSX def2/J DEFGRID3
* xyz 0 1
Br -5.15 -0.50 0.21
S -4.15 1.35 -0.45
N -1.70 -0.90 -0.67
N -0.80 0.94 0.11
C -0.38 -1.08 -0.54
C 0.20 -0.03 0.01
C -1.91 0.31 -0.31
H -0.65 1.73 0.74
H 1.31 0.10 0.19
H 0.19 -1.92 -0.76
*
```

Mulliken population analysis, charges in e, atoms 1 to 6: number 1, Br, carries -0.0078; number 2, S, carries -0.0777; number 3, N, carries -0.4661; number 4, N, carries -0.1279; number 5, C, carries -0.3484; number 6, C, carries -0.1999

=====

(5)
A 2-piece molecular cluster, C3H3BrO2 overall, computed with ωB97M-V/def2-TZVPD.

Output
ΔE to the lowest compared entry with this formula, charge and spin   374.9 kJ/mol
E_HOMO   -9.7 eV
E   -77292.379 eV
Largest force on an atom   0.1043 Eh/bohr

Structure (ORCA input):
```
! wB97M-V def2-TZVPD RIJCOSX def2/J DEFGRID3
* xyz 0 1
Br 2.47 1.49 0.24
O 2.02 -1.20 0.45
O -2.25 -0.90 0.24
C -1.28 -0.65 0.96
C -1.95 0.42 0.08
C 2.32 -0.37 -0.35
H -2.62 1.09 0.59
H -1.38 0.52 -0.84
H 2.66 -0.40 -1.37
*
```

Mulliken population analysis, charges in e, atoms 1 to 6: number 1, Br, carries -0.1469; number 2, O, carries -0.3300; number 3, O, carries -0.1208; number 4, C, carries -0.0936; number 5, C, carries -0.2110; number 6, C, carries 0.1041

=====

(6)
C3H3CaCsO3 as an isolated structure, computed with ωB97M-V/def2-TZVPD.

Output
ΔE to the lowest compared entry with this formula, charge and spin   60.5 kJ/mol
E_HOMO (alpha / beta)   -19.1 / -23.2 eV
E   -28260.045 eV
⟨S²⟩   0.75
Largest force on an atom   0.0510 Eh/bohr

Structure (ORCA input):
```
! wB97M-V def2-TZVPD RIJCOSX def2/J DEFGRID3
* xyz 3 2
Cs -2.08 0.33 5.49
Ca -2.46 -1.95 -0.13
O -1.09 -0.69 1.35
O 0.77 0.35 0.66
O -0.55 -0.68 -0.77
C 0.81 0.23 -1.69
C 1.39 0.78 -0.47
C -0.27 -0.45 0.46
H 1.82 1.78 -0.38
H 1.29 -0.65 -2.13
H 0.37 0.96 -2.38
*
```

Mulliken population analysis, charges in e, atoms 1 to 6: number 1, Cs, carries 0.9992; number 2, Ca, carries 1.7081; number 3, O, carries -0.7342; number 4, O, carries -0.2289; number 5, O, carries -0.7012; number 6, C, carries 0.0049

=====

(7)
One molecule with the formula C3H3Cl, computed with ωB97M-V/def2-TZVPD.

Output
ΔE to the lowest compared entry with this formula, charge and spin   67.1 kJ/mol
E_HOMO   -9.3 eV
SMILES   C=C=CCl
E   -15679.140 eV
Largest force on an atom   0.1529 Eh/bohr

Structure (ORCA input):
```
! wB97M-V def2-TZVPD RIJCOSX def2/J DEFGRID3
* xyz 0 1
Cl -1.66 1.93 -0.44
C 0.28 -1.44 0.05
C -0.12 1.32 0.11
C 0.09 -0.08 0.24
H 0.49 -1.62 -1.06
H 0.68 1.93 0.20
H 0.24 -2.05 0.90
*
```

Mulliken population analysis, charges in e, atoms 1 to 6: number 1, Cl, carries -0.1510; number 2, C, carries -0.5053; number 3, C, carries -0.3338; number 4, C, carries 0.0793; number 5, H, carries 0.2324; number 6, H, carries 0.3951

=====

(8)
C3H3Cl2F4N as an isolated structure, computed with ωB97M-V/def2-TZVPD.

Output
ΔE to the lowest compared entry with this formula, charge and spin   300.2 kJ/mol
E_HOMO   -8.7 eV
E   -40560.730 eV
Largest force on an atom   0.0676 Eh/bohr

Structure (ORCA input):
```
! wB97M-V def2-TZVPD RIJCOSX def2/J DEFGRID3
* xyz 0 1
Cl -0.13 -0.66 -2.98
Cl 2.74 -2.75 -1.50
F 1.47 -3.00 0.70
F -2.50 -0.22 -1.72
F -1.65 -2.15 -1.71
F 2.77 -1.19 0.47
N -0.29 0.62 0.05
C -1.30 -0.82 -1.60
C 1.90 -2.01 -0.11
C -0.67 -0.59 -0.32
H 0.48 -1.45 -0.27
H -0.44 1.42 -0.61
H 0.06 0.86 1.02
*
```

Mulliken population analysis, charges in e, atoms 1 to 6: number 1, Cl, carries -0.1087; number 2, Cl, carries -0.1789; number 3, F, carries -0.2310; number 4, F, carries -0.2102; number 5, F, carries -0.2154; number 6, F, carries -0.2064

=====

(9)
One molecule with the formula C3H3Cl2N3, computed with ωB97M-V/def2-TZVPD.

Output
ΔE to the lowest compared entry with this formula, charge and spin   253.2 kJ/mol
E_HOMO   -10.8 eV
SMILES   C[C@@](Cl)(C#N)/N=N/Cl
E   -32671.924 eV
Largest force on an atom   0.0433 Eh/bohr

Structure (ORCA input):
```
! wB97M-V def2-TZVPD RIJCOSX def2/J DEFGRID3
* xyz 0 1
Cl 1.65 1.83 -1.46
Cl 4.64 -1.29 0.06
N 1.05 2.66 1.95
N 3.43 -0.22 -0.50
N 2.69 0.04 0.42
C 1.26 1.92 1.13
C 1.44 0.95 0.06
C 0.32 -0.06 0.11
H 0.31 -0.69 -0.72
H 0.32 -0.59 1.02
H -0.68 0.34 0.13
*
```

Mulliken population analysis, charges in e, atoms 1 to 6: number 1, Cl, carries -0.1469; number 2, Cl, carries -0.0664; number 3, N, carries -0.3605; number 4, N, carries -0.1737; number 5, N, carries -0.0099; number 6, C, carries 0.0016

=====

(10)
A 2-piece molecular cluster, C3H3Cl2NO overall, computed with ωB97M-V/def2-TZVPD.

Output
ΔE to the lowest compared entry with this formula, charge and spin   385.2 kJ/mol
E_HOMO   -10.1 eV
SMILES   O/N=C\Cl.C#CCl
E   -31737.708 eV
Largest force on an atom   0.0251 Eh/bohr

Structure (ORCA input):
```
! wB97M-V def2-TZVPD RIJCOSX def2/J DEFGRID3
* xyz 0 1
Cl -2.57 -1.11 -0.04
Cl 0.67 0.65 0.49
O 2.33 -1.79 0.68
N 2.17 -1.31 -0.56
C -2.50 0.51 0.13
C -2.44 1.71 0.23
C 1.49 -0.29 -0.78
H -2.39 2.75 0.32
H 1.85 -1.22 1.32
H 1.38 0.10 -1.78
*
```

Mulliken population analysis, charges in e, atoms 1 to 6: number 1, Cl, carries -0.1432; number 2, Cl, carries -0.2405; number 3, O, carries -0.2778; number 4, N, carries -0.1781; number 5, C, carries 0.0050; number 6, C, carries -0.1951

=====

(11)
An isolated ion of composition C3H3Cl2O2 and charge -1, computed with ωB97M-V/def2-TZVPD.

Output
ΔE to the lowest compared entry with this formula, charge and spin   0.0 kJ/mol
E_HOMO   -4.7 eV
SMILES   CC(Cl)(Cl)C(=O)[O-]
E   -32301.129 eV
Largest force on an atom   0.0646 Eh/bohr

Structure (ORCA input):
```
! wB97M-V def2-TZVPD RIJCOSX def2/J DEFGRID3
* xyz -1 1
Cl 0.61 1.29 -1.73
Cl 1.09 1.50 1.09
O 0.67 -1.69 -1.21
O 1.68 -1.37 0.79
C -1.03 0.28 0.26
C 1.06 -1.05 -0.20
C 0.48 0.47 -0.12
H -1.71 -0.34 -0.48
H -1.66 1.24 0.44
H -1.20 -0.35 1.15
*
```

Mulliken population analysis, charges in e, atoms 1 to 6: number 1, Cl, carries -0.2426; number 2, Cl, carries -0.1967; number 3, O, carries -0.7085; number 4, O, carries -0.6576; number 5, C, carries -1.3071; number 6, C, carries 0.5166

=====

(12)
One molecule with the formula C3H3Cl3, computed with ωB97M-V/def2-TZVPD.

Output
ΔE to the lowest compared entry with this formula, charge and spin   8.6 kJ/mol
E_HOMO   -10.1 eV
SMILES   C=C(Cl)C(Cl)Cl
E   -40726.219 eV
Largest force on an atom   0.0390 Eh/bohr

Structure (ORCA input):
```
! wB97M-V def2-TZVPD RIJCOSX def2/J DEFGRID3
* xyz 0 1
Cl -0.48 -0.66 -2.02
Cl 0.81 -2.38 -0.03
Cl 0.23 -0.05 2.24
C 0.12 0.20 0.56
C 0.23 1.39 -0.01
C -0.26 -1.01 -0.28
H 0.30 1.52 -1.08
H -1.27 -1.32 0.06
H 0.32 2.31 0.56
*
```

Mulliken population analysis, charges in e, atoms 1 to 6: number 1, Cl, carries -0.1728; number 2, Cl, carries -0.1402; number 3, Cl, carries -0.1539; number 4, C, carries 0.2595; number 5, C, carries -0.7123; number 6, C, carries 0.1187